DFT (ωB97M-V/def2-TZVPD) results for C43H47Cl2N4NiO2 as an isolated structure in a non-equilibrium geometry.

Kohn-Sham gap (spin up / spin down)	5.522 / 5.894	eV
LUMO (spin up / spin down)	2.38 / 2.60	eV
M	781.474	u
total charge	-1
energy above the lowest of the compared OMol25 structures with the same formula, charge and spin	0.0	kJ/mol
spin multiplicity	3
<S²>	2.030
E_tot	-121500.8960	eV

```
99
C43H47Cl2N4NiO2 (ωB97M-V/def2-TZVPD)
Ni -0.131 0.159 0.528
C 5.067 0.396 2.460
C 3.603 0.664 2.096
C 2.794 1.059 3.339
C 3.485 1.707 0.998
C 4.160 2.917 1.102
C 4.093 3.868 0.097
C 3.366 3.597 -1.052
C 2.655 2.412 -1.188
C 1.908 2.099 -2.471
C 0.577 2.855 -2.554
C 2.772 2.379 -3.705
C 2.669 1.481 -0.126
N 1.831 0.358 -0.165
C 2.318 -0.810 -0.573
C 1.486 -1.962 -0.554
N 0.250 -1.870 -0.107
C -0.592 -2.990 -0.077
C -0.542 -3.897 1.000
C -1.520 -4.880 1.086
C -2.501 -5.008 0.116
C -2.478 -4.180 -0.995
C -1.523 -3.179 -1.119
C -1.457 -2.287 -2.345
C -1.864 -3.012 -3.628
C -2.290 -1.019 -2.130
C 0.578 -3.806 2.021
C 0.180 -2.925 3.210
C 1.046 -5.183 2.495
C 2.256 -3.096 -1.095
C 2.020 -4.427 -1.332
C 3.062 -5.218 -1.879
C 4.297 -4.707 -2.188
C 4.569 -3.331 -1.964
C 5.780 -2.641 -2.240
C 5.867 -1.297 -1.979
C 4.798 -0.547 -1.429
C 3.618 -1.189 -1.132
C 3.536 -2.579 -1.422
H 5.128 -0.426 3.177
H 5.530 1.275 2.914
H 5.641 0.119 1.575
H 3.181 -0.267 1.718
H 2.987 2.096 3.625
H 3.066 0.419 4.182
H 1.725 0.939 3.153
H 4.746 3.132 1.989
H 4.616 4.811 0.203
H 3.356 4.323 -1.858
H 1.680 1.033 -2.460
H 0.718 3.926 -2.388
H -0.129 2.471 -1.819
H 0.131 2.721 -3.543
H 2.917 3.452 -3.855
H 2.284 1.979 -4.595
H 3.755 1.912 -3.609
H -1.519 -5.568 1.924
H -3.270 -5.764 0.216
H -3.217 -4.319 -1.776
H -0.415 -1.983 -2.465
H -2.928 -3.259 -3.638
H -1.293 -3.936 -3.744
H -1.664 -2.371 -4.489
H -3.325 -1.271 -1.889
H -2.284 -0.390 -3.025
H -1.873 -0.440 -1.305
H 1.429 -3.330 1.532
H -0.723 -3.312 3.690
H -0.021 -1.912 2.869
H 0.986 -2.898 3.949
H 0.287 -5.680 3.105
H 1.944 -5.073 3.105
H 1.285 -5.827 1.646
H 1.063 -4.884 -1.111
H 2.867 -6.269 -2.057
H 5.071 -5.345 -2.599
H 6.623 -3.184 -2.652
H 6.794 -0.780 -2.200
H 4.927 0.514 -1.255
Cl -7.630 0.685 0.130
C -5.901 0.937 0.112
C -5.402 2.139 -0.407
C -4.050 2.336 -0.467
Cl -3.437 3.826 -1.115
C -3.085 1.367 -0.012
O -1.853 1.535 -0.175
C -3.669 0.204 0.612
C -2.819 -0.741 1.287
O -1.647 -0.568 1.607
C -5.054 -0.010 0.618
H -6.083 2.899 -0.763
H -3.300 -1.697 1.569
H -5.447 -0.922 1.053
N -0.687 3.078 2.172
N 0.237 2.257 1.458
H -0.638 4.031 1.832
H -1.609 2.730 1.947
H 1.133 2.334 1.916
H 0.352 2.580 0.503
```

Atom charges from the Löwdin analysis, given in e for atoms 1 to 8: 0.430, -0.066, -0.360, -0.058, -0.162, -0.052, -0.087, -0.049

=====

DFT (ωB97M-V/def2-TZVPD) results for a 16-piece molecular cluster, C4H44N2O15 overall in a non-equilibrium geometry.

Kohn-Sham gap	11.422	eV
LUMO	-4.85	eV
M	360.395	u
total charge	+2
energy above the lowest of the compared OMol25 structures with the same formula, charge and spin	389.1	kJ/mol
E_tot	-38537.5318	eV

```
65
C4H44N2O15 (ωB97M-V/def2-TZVPD)
C 2.163 0.433 -0.294
C 1.242 -0.835 -0.325
C -0.213 -0.482 -0.612
C -0.686 0.842 -1.134
N -1.193 1.775 -0.035
N 1.298 -1.489 1.039
H 2.108 0.937 -1.236
H 1.764 1.054 0.576
H 3.289 0.304 -0.337
H 1.472 -1.602 -1.114
H -0.751 -0.775 0.338
H -0.643 -1.236 -1.246
H 0.068 1.390 -1.723
H -1.301 0.535 -1.970
H -1.411 2.634 -0.378
H -1.943 1.367 0.643
H -0.450 1.931 0.681
H 2.313 -1.616 1.323
H 0.943 -2.422 1.160
H 0.923 -0.759 1.828
H -3.969 1.559 0.777
H -4.185 3.087 0.394
O -3.736 2.427 0.975
H -2.968 -3.333 2.201
H -1.615 -3.206 3.205
O -2.142 -2.800 2.441
H -2.908 -2.675 -1.748
H -2.005 -3.057 -2.721
O -1.980 -2.883 -1.810
H -2.395 1.754 -3.632
H -1.570 3.086 -3.793
O -1.969 2.558 -3.144
H -2.285 1.059 4.819
H -2.392 2.170 3.902
O -1.668 1.433 4.117
H 4.657 -1.799 2.383
H 4.270 -0.429 1.464
O 4.032 -1.267 1.903
H 2.995 2.743 1.772
H 3.172 2.737 3.400
O 2.597 2.652 2.703
H 4.887 -1.587 -0.770
H 4.514 -0.113 -1.077
O 5.113 -0.774 -1.012
H 0.582 -1.349 -5.002
H 2.065 -1.345 -4.404
O 1.203 -1.068 -4.539
H 1.177 1.757 -3.668
H 1.582 3.013 -2.917
O 1.658 2.016 -2.808
H 1.019 1.670 3.063
H -0.280 1.171 3.590
O 0.296 1.049 2.760
H -2.710 -0.788 0.743
H -4.016 -0.991 0.267
O -3.353 -0.369 0.212
H 1.299 -4.268 -1.031
H 0.104 -3.327 -1.000
O 0.997 -3.411 -0.732
H 1.459 4.121 1.058
H 0.460 4.366 0.006
O 0.605 3.812 0.799
H -3.671 -4.250 -0.715
H -3.858 -3.627 0.649
O -4.063 -3.505 -0.264
```

Atom charges from the Löwdin analysis, given in e for atoms 1 to 8: -0.011, -0.301, -0.151, -0.139, 0.215, 0.165, 0.035, 0.090

=====

DFT (ωB97M-V/def2-TZVPD) results for a 2-piece molecular cluster, H5NO2 overall in a non-equilibrium geometry.

Kohn-Sham gap	11.057	eV
LUMO	0.84	eV
M	51.045	u
energy above the lowest of the compared OMol25 structures with the same formula, charge and spin	131.6	kJ/mol
E_tot	-5663.0547	eV
SMILES	OO.N

```
8
H5NO2 (ωB97M-V/def2-TZVPD)
H 2.448 1.512 -0.889
H 1.344 0.322 -0.784
H 2.741 0.267 0.107
H -3.531 -0.743 0.348
H -0.923 -0.816 0.697
N 2.329 0.511 -0.856
O -2.770 -0.807 0.984
O -1.638 -0.246 0.393
```

In elementary charge units, the Löwdin charges are: -0.007, -0.023, 0.043, 0.115, 0.085, -0.010, -0.107, -0.097

=====

DFT (ωB97M-V/def2-TZVPD) results for one molecule with the formula C14H18ClNO3S.

Kohn-Sham gap	8.570	eV
LUMO	0.10	eV
M	315.822	u
energy above the lowest of the compared OMol25 structures with the same formula, charge and spin	32.7	kJ/mol
E_tot	-45801.4512	eV
SMILES	CSc1ccc(Cl)c(C(=O)OCC(=O)NCC(C)C)c1

```
38
C14H18ClNO3S (ωB97M-V/def2-TZVPD)
C 4.104 3.440 -0.783
H 3.696 2.793 -1.554
H 3.379 4.180 -0.460
H 4.996 3.935 -1.153
S 4.653 2.449 0.636
C 3.176 1.688 1.220
C 1.934 1.846 0.628
C 0.809 1.214 1.156
C 0.942 0.410 2.290
C 2.193 0.244 2.876
C 3.296 0.878 2.352
H 4.265 0.757 2.810
H 2.286 -0.385 3.747
Cl -0.405 -0.416 2.966
C -0.510 1.426 0.506
O -1.581 1.345 1.041
O -0.363 1.726 -0.805
C -1.572 1.916 -1.528
H -2.230 2.613 -1.001
H -1.283 2.339 -2.493
C -2.359 0.615 -1.752
O -3.538 0.633 -2.022
N -1.609 -0.498 -1.668
H -0.633 -0.410 -1.429
C -2.178 -1.824 -1.624
H -3.223 -1.719 -1.921
H -1.661 -2.461 -2.349
C -2.086 -2.442 -0.221
C -2.931 -3.711 -0.165
H -2.566 -4.442 -0.883
H -2.885 -4.153 0.828
H -3.970 -3.490 -0.395
C -0.637 -2.750 0.152
H -0.027 -1.849 0.168
H -0.592 -3.195 1.143
H -0.202 -3.451 -0.559
H -2.488 -1.715 0.493
H 1.801 2.463 -0.245
```

Atom charges from the Löwdin analysis, given in e for atoms 1 to 8: -0.392, 0.039, 0.040, 0.032, 0.899, -0.534, -0.026, -0.134